[1]
DFT (the ωB97M-V functional and the def2-TZVPD basis) results for the molecule C2H8N4 at a distorted geometry.

HOMO level in Ha: -0.30404
SMILES: C=CNN(N)N
E in a.u.: -299.85956
Energy relative to the best compared isomer or geometry (same formula, charge and spin) in eV: 4.657

The geometry in ORCA input format:
```
! RIJCOSX wB97M-V def2-TZVPD def2/J DEFGRID3
* xyz 0 1
C 2.66843 0.43419 0.11241
C 1.55035 0.19345 -0.51276
N 0.19832 -0.03813 0.19842
N -1.06080 -0.20526 -0.50426
N -1.85223 0.80176 -0.09630
N -1.56516 -1.56661 0.01697
H 3.38187 0.82787 -0.59449
H 2.70678 0.21112 1.13973
H 1.35678 0.34558 -1.56194
H 0.26185 -0.51004 1.10778
H -1.65320 1.23110 0.82316
H -1.89172 1.54445 -0.82479
H -2.39693 -1.90609 -0.36714
H -1.70435 -1.36340 1.06321
*
```

Now the Mulliken charges, all in e: -0.702 -0.124 -0.211 -0.048 -0.489 -0.539 0.246 0.284 0.330 0.227 0.258 0.263 0.257 0.247



[2]
DFT (the ωB97M-V functional and the def2-TZVPD basis) results for a structure of composition C2H8N4O2 at a distorted geometry.

HOMO level in Ha: -0.33179
E in a.u.: -450.14198
Energy relative to the best compared isomer or geometry (same formula, charge and spin) in eV: 12.069

The geometry in ORCA input format:
```
! RIJCOSX wB97M-V def2-TZVPD def2/J DEFGRID3
* xyz 0 1
C 1.77219 0.30939 -0.34177
C -0.69589 0.16517 -0.07126
H 2.58792 0.09324 0.51434
H 1.56375 1.73061 -0.30230
H 2.08269 0.10336 -1.67590
H 1.02311 -1.63334 1.40465
H 0.96477 -2.31436 -0.30878
H -1.13017 0.45133 -2.07763
H -2.61500 1.54691 -0.57715
H -1.20136 -1.33210 2.07088
N 0.56274 -0.54157 -0.18246
N 0.57919 -1.68664 0.52221
N -0.91940 0.87473 -1.12900
N -1.60593 0.30977 0.81529
O -1.62861 2.16417 -0.95259
O -1.34000 -0.24068 2.29147
*
```

Now the Mulliken charges, all in e: -0.740 0.470 0.306 0.219 0.225 0.245 0.271 0.227 0.407 0.360 0.357 -0.754 -0.174 -0.464 -0.475 -0.481



[3]
DFT (the ωB97M-V functional and the def2-TZVPD basis) results for the molecule C2H8N4S at a distorted geometry.

HOMO level in Ha: -0.33556
SMILES: [H]/N=C(/NS)NNC
E in a.u.: -698.15686
Energy relative to the best compared isomer or geometry (same formula, charge and spin) in eV: 0.320

The geometry in ORCA input format:
```
! RIJCOSX wB97M-V def2-TZVPD def2/J DEFGRID3
* xyz 0 1
H 0.90414 1.58152 -0.61996
N -0.04962 1.24063 -0.52776
C -0.01080 0.00265 -0.24886
N -1.16721 -0.66527 0.05146
S -2.66946 0.09086 0.29488
N 1.09969 -0.89386 -0.25017
N 2.38943 -0.39293 -0.38441
C 2.86418 0.43199 0.73325
H -1.27750 -1.48170 -0.53544
H -2.59080 0.69934 -0.90414
H 1.04940 -1.73332 0.31591
H 2.56556 0.06269 -1.27969
H 2.20527 1.26009 1.03864
H 2.94309 -0.22774 1.62891
H 3.88583 0.75759 0.50737
*
```

Now the Mulliken charges, all in e: 0.244 -0.670 0.553 -0.436 -0.145 -0.027 -0.623 -0.827 0.292 0.139 0.310 0.268 0.316 0.253 0.353